ORCA calculation (the ωB97M-V functional and the def2-TZVPD basis) on a structure of composition C28H42LiNO24 at a distorted geometry.

Summary:
LUMO level ... -0.74 eV
HOMO ... -9.70 eV
Frontier orbital gap ... 8.960 eV

The geometry in ORCA input format:
```
! wB97M-V def2-TZVPD RIJCOSX def2/J DEFGRID3
* xyz 0 1
Li 47.983 57.687 69.022
N 46.296 59.418 68.904
O 45.966 58.276 69.150
O 45.394 60.235 68.631
O 47.458 59.683 68.917
C 44.797 61.909 66.016
C 45.956 62.201 65.021
C 47.252 61.367 65.170
O 47.545 60.942 63.856
C 46.464 61.077 63.161
O 46.331 60.573 62.080
O 45.497 61.639 63.796
H 44.591 60.966 66.307
H 44.012 62.549 65.793
H 45.030 62.193 66.901
H 46.131 63.239 64.863
H 47.179 60.435 65.928
H 48.109 62.095 65.549
C 50.338 54.453 72.235
C 49.249 55.019 73.092
C 49.646 56.302 73.832
O 49.218 57.417 72.937
C 48.426 56.934 72.081
O 47.945 57.609 71.168
O 48.202 55.592 72.239
H 51.005 54.291 72.909
H 50.848 55.265 71.438
H 50.102 53.593 71.697
H 48.721 54.245 73.673
H 50.620 56.335 74.385
H 48.898 56.300 74.671
C 53.229 59.983 67.649
C 51.903 59.978 66.813
C 50.822 61.014 67.312
O 50.435 61.742 66.146
C 51.469 61.578 65.214
O 51.601 62.134 64.183
O 52.239 60.473 65.555
H 54.088 59.576 67.320
H 52.966 59.511 68.731
H 53.613 61.083 67.975
H 51.769 58.958 66.873
H 51.325 61.891 68.003
H 50.104 60.643 67.984
C 41.844 59.696 67.054
C 41.830 59.098 68.437
C 40.819 59.565 69.490
O 40.262 58.450 70.151
C 40.727 57.310 69.509
O 40.391 56.168 69.822
O 41.442 57.669 68.355
H 42.070 60.669 67.268
H 40.847 59.215 66.656
H 42.712 59.324 66.592
H 42.771 59.156 68.978
H 39.874 60.071 68.922
H 41.119 60.273 70.325
C 48.417 55.332 63.149
C 48.822 56.553 63.998
C 47.904 57.825 63.654
O 47.359 58.036 64.941
C 47.770 57.124 65.834
O 47.583 57.307 67.075
O 48.606 56.320 65.351
H 47.202 55.479 62.991
H 48.844 54.427 63.571
H 49.042 55.180 62.127
H 49.814 56.798 63.805
H 47.277 57.458 62.991
H 48.133 58.864 63.170
C 47.307 64.293 68.042
C 46.913 63.476 69.220
C 48.243 63.155 69.847
O 48.448 63.962 70.933
C 47.296 64.611 71.128
O 47.202 65.609 71.829
O 46.414 64.179 70.294
H 47.831 65.292 68.149
H 46.407 64.286 67.537
H 48.102 63.959 67.441
H 46.387 62.570 69.155
H 49.066 63.193 69.217
H 48.195 62.181 70.307
C 44.215 61.425 71.565
C 45.329 61.019 72.605
C 46.691 60.509 72.233
O 47.446 61.577 72.926
C 46.751 62.329 73.579
O 47.216 63.115 74.376
O 45.548 62.072 73.482
H 43.142 61.648 71.872
H 44.164 60.674 70.775
H 44.508 62.411 70.990
H 44.821 60.180 72.958
H 46.822 60.465 71.348
H 46.763 59.486 72.587
*
```